No. 1
15
Properties=species:S:1:pos:R:3:lowdin_charge:R:1 method="wB97M-V/def2-TZVPD" total_charge=0 e_homo_ev="-7.299 / -7.301" homo_lumo_gap_ev="7.258 / 7.262"
C -0.21911 -1.33697 -0.11341 -0.075
C 0.29359 0.05736 -0.14945 -0.507
C 0.15928 1.06015 -1.24793 -0.069
C 1.52855 0.62876 -0.76545 -0.068
O 0.09401 0.57723 1.21110 0.045
C -0.84479 -0.08158 1.82662 -0.175
O -2.08769 -0.34308 1.49198 0.093
H -0.80310 -1.60210 -1.00537 0.039
H -1.96518 -0.77685 0.60924 0.101
H 0.57201 -2.07836 0.02895 0.034
H -0.19675 0.70000 -2.20952 0.105
H -0.15230 2.07007 -0.99557 0.106
H 2.11533 -0.04548 -1.38265 0.108
H 2.10316 1.35573 -0.19755 0.105
H -0.72725 -0.00865 2.91032 0.157

=====

No. 2
15
Properties=species:S:1:pos:R:3:lowdin_charge:R:1 method="wB97M-V/def2-TZVPD" total_charge=0 e_homo_ev=-9.597 homo_lumo_gap_ev=10.408
O -0.76105 2.32651 -0.48288 -0.051
C 0.09729 1.55766 0.32749 -0.238
C -0.44348 0.15022 0.55204 -0.212
C -0.53399 -0.68835 -0.75306 -0.126
C 0.53615 -1.67926 -0.21997 -0.069
C 0.67778 -0.78337 1.01071 -0.375
O 1.45679 -0.72895 1.92212 0.117
H -0.85482 1.84822 -1.31741 0.076
H 0.20460 2.07977 1.28121 0.132
H 1.10354 1.47917 -0.11930 0.134
H -1.34668 0.16671 1.17258 0.157
H -1.50300 -1.13407 -0.98706 0.110
H -0.21248 -0.10814 -1.62686 0.106
H 1.44636 -1.82542 -0.80962 0.118
H 0.13301 -2.66071 0.04999 0.120

=====

No. 3
15
Properties=species:S:1:pos:R:3:lowdin_charge:R:1 method="wB97M-V/def2-TZVPD" total_charge=0 e_homo_ev=-7.711 homo_lumo_gap_ev=8.339
C -1.20017 -0.11252 1.58986 -0.044
C -0.01437 0.20308 0.72686 -0.330
C -0.26700 -0.69861 -0.95263 -0.257
C 0.29235 -0.30723 -2.13357 -0.167
C 0.79962 1.24205 0.91659 0.069
O 0.59562 -1.10887 0.05149 -0.053
O 1.61869 -0.32010 -2.28773 0.024
H 1.97936 -0.62869 -1.42458 0.114
H -1.31480 -0.97861 -0.92446 0.128
H -0.26916 -0.04773 -3.01968 0.120
H -1.14814 0.46087 2.51578 0.085
H -1.21582 -1.17734 1.83503 0.092
H -2.13622 0.13187 1.08083 0.084
H 1.63718 1.44395 0.26789 0.069
H 0.64285 1.89788 1.75835 0.066

=====

No. 4
15
Properties=species:S:1:pos:R:3:lowdin_charge:R:1 method="wB97M-V/def2-TZVPD" total_charge=0 e_homo_ev=-9.468 homo_lumo_gap_ev=10.270
C -1.58876 1.16890 1.22034 0.018
C -0.44271 1.72820 0.90955 -0.285
O 0.54056 2.31785 0.66816 0.151
C 0.44297 -0.12829 -0.72156 -0.439
O 1.60404 0.50925 -1.13677 -0.002
C 0.21724 -1.52492 -1.15525 -0.086
C 0.55398 -1.24508 0.29125 -0.088
H -0.44850 0.49619 -0.75072 0.110
H -1.86273 0.14137 1.00025 0.067
H -2.25463 1.83221 1.74970 0.067
H 1.71478 1.28340 -0.56357 0.074
H 0.95793 -1.95715 -1.81983 0.110
H -0.82048 -1.75717 -1.37875 0.104
H -0.18463 -1.41031 1.07669 0.090
H 1.57094 -1.45445 0.61052 0.108

=====

No. 5
15
Properties=species:S:1:pos:R:3:lowdin_charge:R:1 method="wB97M-V/def2-TZVPD" total_charge=0 e_homo_ev=-8.941 homo_lumo_gap_ev=9.655
C 1.86654 -0.18284 -0.32321 0.033
C 1.02028 0.58915 0.34841 -0.139
C -0.17740 1.23495 -0.25404 -0.256
O -0.59243 0.82443 -1.54894 -0.039
C -1.47886 0.55856 -0.44187 -0.248
C -1.67085 -0.87099 -0.02138 -0.049
O -1.03581 -1.64429 -0.85041 0.023
H 2.73267 -0.62516 0.15913 0.065
H 1.72413 -0.39439 -1.37964 0.069
H -0.36495 -1.37635 2.16951 0.005
H 1.18077 0.80816 1.40285 0.102
H -0.22807 2.31571 -0.10589 0.149
H -2.37501 1.17680 -0.41971 0.139
H -0.01454 -1.30428 2.81865 0.041
H -0.58647 -1.10947 -1.55345 0.106

=====

No. 6
15
Properties=species:S:1:pos:R:3:lowdin_charge:R:1 method="wB97M-V/def2-TZVPD" total_charge=0 e_homo_ev=-9.902 homo_lumo_gap_ev=9.896
C -0.96264 -1.25536 -1.12008 -0.046
C -0.19887 -0.39311 -0.15499 -0.222
C 1.31625 -0.43732 -0.19296 -0.231
O 1.92218 -0.23985 1.05088 -0.057
C -0.88245 0.44917 0.64593 -0.035
C -0.39076 1.75781 1.07169 -0.232
O 0.75997 2.16920 1.08805 0.017
H -0.83460 -2.32910 -0.95395 0.088
H -2.02786 -1.00769 -1.09360 0.079
H -0.60688 -1.03855 -2.13745 0.096
H 1.68641 0.28040 -0.94751 0.140
H 1.61629 -1.43554 -0.53403 0.128
H -1.95455 0.30965 0.76224 0.105
H -1.21820 2.46960 1.25269 0.120
H 1.77570 0.70068 1.26309 0.051

=====

For each record above, in turn, the calculated calculated total energy values are -9404.693 -9408.586 -9406.147 -9407.113 -9404.464 -9408.475 eV.
For each record above, in turn, the calculated energy relative to the best compared isomer or geometry (same formula, charge and spin) values are 495.9 120.3 355.6 262.3 518.0 131.0 kJ/mol.